# C50H117N7O9

9 unconnected molecules or ions with the total composition C50H117N7O9 (ωB97M-V with the def2-TZVPD basis set, OMol25).

Each line ends with the Löwdin charge.
Element x y z (Å)
C1 3.10 0.51 0.37  -0.0030
C2 1.64 -0.02 0.21  -0.5033
C3 0.80 0.46 1.39  -0.1302
C4 0.28 1.90 1.21  -0.1693
C5 -0.43 2.12 -0.12  -0.1186
C6 0.40 1.65 -1.32  -0.4932
N1 1.05 0.38 -1.05  -0.0951
O1 1.81 -0.06 -2.16  -0.0149
C7 -0.55 1.46 -2.50  -0.0254
C8 1.39 2.79 -1.68  -0.0058
C9 1.69 -1.55 0.23  -0.0261
H1 3.58 0.53 -0.61  0.0815
H2 3.60 -0.11 1.12  0.0866
H3 3.09 1.55 0.71  0.0696
H4 -0.04 -0.22 1.54  0.1075
H5 1.41 0.54 2.29  0.1142
H6 1.10 2.61 1.34  0.1019
H7 -0.44 2.06 2.01  0.1040
H8 -0.54 3.21 -0.20  0.1079
H9 -1.46 1.75 -0.12  0.1132
H10 -0.84 0.40 -2.57  0.0477
H11 -1.49 2.01 -2.45  0.0933
H12 -0.15 1.67 -3.50  0.0861
H13 2.00 2.47 -2.52  0.0607
H14 0.81 3.68 -1.91  0.0817
H15 2.08 2.97 -0.85  0.0765
H16 1.91 -1.92 1.24  0.0568
H17 2.48 -1.94 -0.41  0.0707
H18 0.71 -1.90 -0.08  0.0810
H19 1.15 -0.57 -2.65  0.0812
C10 -4.94 -3.57 -5.22  -0.0315
C11 -3.53 -3.04 -5.41  -0.5143
C12 -3.42 -1.60 -4.91  -0.1256
C13 -1.98 -1.15 -4.78  -0.1641
C14 -1.25 -1.98 -3.71  -0.1403
C15 -1.31 -3.46 -4.06  -0.5048
N2 -2.66 -3.79 -4.48  -0.1097
O2 -2.73 -5.19 -4.71  -0.0145
C16 -0.23 -3.86 -5.07  -0.0215
C17 -1.04 -4.25 -2.76  -0.0341
C18 -3.10 -3.18 -6.87  -0.0181
H20 -5.61 -2.73 -5.39  0.0887
H21 -5.18 -3.89 -4.20  0.0872
H22 -5.14 -4.41 -5.89  0.0784
H23 -3.80 -0.94 -5.70  0.1213
H24 -3.96 -1.53 -3.96  0.1246
H25 -1.83 -0.08 -4.62  0.1029
H26 -1.41 -1.30 -5.70  0.1090
H27 -1.48 -1.69 -2.69  0.0977
H28 -0.21 -1.65 -3.85  0.1093
H29 -0.08 -3.00 -5.74  0.0786
H30 0.78 -4.14 -4.77  0.0481
H31 -0.54 -4.65 -5.77  0.0873
H32 -0.20 -3.77 -2.25  0.0726
H33 -1.89 -4.20 -2.08  0.0838
H34 -0.83 -5.30 -2.94  0.0792
H35 -2.03 -3.07 -7.02  0.0690
H36 -3.52 -2.34 -7.45  0.0882
H37 -3.53 -4.05 -7.36  0.0791
H38 -3.52 -5.48 -4.23  0.0973
C19 0.96 -3.03 4.08  -0.0112
C20 0.51 -4.46 4.43  -0.5141
C21 -0.65 -4.39 5.43  -0.1375
C22 -1.97 -4.04 4.78  -0.1691
C23 -2.27 -5.04 3.68  -0.1379
C24 -1.20 -5.09 2.57  -0.5268
N3 0.07 -5.16 3.25  -0.1022
O3 1.12 -5.49 2.37  -0.0316
C25 -1.47 -6.36 1.79  -0.0320
C26 -1.29 -3.87 1.66  -0.0208
C27 1.65 -5.21 5.11  -0.0318
H39 1.68 -2.63 4.80  0.0905
H40 0.12 -2.32 4.04  0.0481
H41 1.39 -2.96 3.08  0.0567
H42 -0.75 -5.32 6.00  0.1209
H43 -0.40 -3.63 6.18  0.1234
H44 -1.84 -3.08 4.27  0.0901
H45 -2.82 -3.97 5.46  0.1163
H46 -3.22 -4.78 3.20  0.1215
H47 -2.41 -6.06 4.05  0.1213
H48 -1.19 -7.26 2.34  0.0930
H49 -2.49 -6.41 1.40  0.0930
H50 -0.84 -6.43 0.89  0.0759
H51 -0.47 -3.97 0.94  0.0708
H52 -2.27 -3.81 1.18  0.0830
H53 -1.11 -2.90 2.12  0.0648
H54 1.28 -6.22 5.32  0.0896
H55 2.03 -4.78 6.04  0.0896
H56 2.49 -5.38 4.44  0.0761
H57 1.21 -6.44 2.47  0.1032
C28 -0.43 6.87 -1.12  -0.0312
C29 -0.03 7.59 0.17  -0.5260
C30 1.20 6.87 0.71  -0.1460
C31 2.46 7.17 -0.10  -0.1791
C32 2.72 8.68 0.00  -0.1461
C33 1.56 9.58 -0.44  -0.5231
N4 0.29 8.97 -0.13  -0.1240
O4 -0.82 9.78 -0.43  0.0065
C34 1.75 10.92 0.30  -0.0289
C35 1.69 9.75 -1.97  -0.0268
C36 -1.17 7.50 1.18  -0.0247
H58 -1.40 7.20 -1.51  0.0866
H59 -0.62 5.80 -0.95  0.0735
H60 0.21 7.07 -1.97  0.0739
H61 1.49 7.12 1.74  0.1235
H62 1.05 5.79 0.69  0.1087
H63 2.39 6.83 -1.14  0.1048
H64 3.30 6.63 0.32  0.1111
H65 3.63 8.91 -0.56  0.1199
H66 2.97 8.82 1.06  0.1179
H67 1.10 11.65 -0.18  0.0792
H68 1.41 10.79 1.33  0.0883
H69 2.77 11.27 0.14  0.0859
H70 1.64 8.76 -2.42  0.0712
H71 0.87 10.34 -2.39  0.0811
H72 2.62 10.27 -2.24  0.0833
H73 -1.18 6.53 1.68  0.0814
H74 -2.12 7.59 0.64  0.0788
H75 -1.14 8.26 1.96  0.0851
H76 -0.86 10.40 0.30  0.0975
C37 -4.52 1.27 2.74  -0.0443
C38 -5.39 0.07 2.40  -0.3885
C39 -4.60 -0.91 1.53  -0.2212
O5 -4.01 -0.20 0.46  -0.2085
C40 -3.10 -0.98 -0.28  -0.1114
N5 -5.74 -0.73 3.62  0.0264
H77 -5.14 2.16 2.88  0.0798
H78 -3.87 1.47 1.89  0.0696
H79 -3.89 1.17 3.62  0.0545
H80 -6.33 0.22 1.85  0.1389
H81 -5.20 -1.71 1.08  0.1267
H82 -3.86 -1.45 2.15  0.1188
H83 -2.76 -0.39 -1.12  0.0721
H84 -3.63 -1.90 -0.54  0.0908
H85 -2.18 -1.21 0.28  0.0764
H86 -4.96 -0.60 4.26  0.0515
H87 -6.49 -0.22 4.08  0.0671
C41 3.54 -3.39 -4.34  -0.0569
C42 3.70 -3.68 -2.84  -0.4040
C43 3.03 -5.01 -2.52  -0.2096
O6 3.21 -5.39 -1.18  -0.1821
C44 2.04 -5.64 -0.42  -0.0931
N6 5.14 -3.84 -2.56  0.0440
H88 4.10 -4.08 -4.96  0.0792
H89 3.95 -2.40 -4.56  0.0787
H90 2.49 -3.40 -4.65  0.0434
H91 3.29 -2.83 -2.30  0.1232
H92 3.52 -5.76 -3.14  0.1338
H93 1.98 -4.95 -2.83  0.1036
H94 2.26 -6.44 0.28  0.0850
H95 1.22 -5.96 -1.07  0.0812
H96 1.72 -4.70 0.02  0.0663
H97 5.69 -4.16 -3.35  0.0706
H98 5.57 -2.94 -2.36  0.0774
C45 1.25 4.13 4.68  -0.0731
C46 0.17 3.33 5.41  -0.4086
C47 0.12 1.87 4.99  -0.2139
O7 -1.23 1.45 4.99  -0.1823
C48 -1.36 0.09 4.64  -0.1018
N7 0.39 3.43 6.88  0.0423
H99 1.26 5.17 5.03  0.0769
H100 1.06 4.20 3.60  0.0641
H101 2.25 3.72 4.84  0.0855
H102 -0.77 3.79 5.10  0.1389
H103 0.72 1.29 5.70  0.1310
H104 0.51 1.74 3.97  0.0926
H105 -1.14 -0.53 5.52  0.0939
H106 -0.62 -0.15 3.87  0.0637
H107 -2.38 -0.11 4.34  0.0617
H108 -0.32 4.00 7.32  0.0670
H109 1.25 3.95 6.97  0.0547
C49 3.37 2.04 -5.31  -0.1722
O8 2.48 1.01 -4.93  -0.1286
H110 4.42 1.74 -5.20  0.0764
H111 3.27 2.25 -6.37  0.0762
H112 3.24 2.96 -4.74  0.0721
H113 2.51 0.96 -3.97  0.0270
C50 4.13 -3.64 1.85  -0.1764
O9 4.96 -3.32 0.75  -0.1224
H114 3.08 -3.48 1.59  0.0299
H115 4.16 -4.72 2.07  0.0818
H116 4.42 -3.11 2.75  0.0823
H117 4.83 -3.95 0.03  0.0458

Computed properties:
frontier orbital gap: 8.46 eV
energy above the lowest of the compared OMol25 structures with the same formula, charge and spin: 0.0 kcal/mol
SMILES string: CC1(C)CCCC(C)(C)N1O.CC1(C)CCCC(C)(C)N1O.CC1(C)CCCC(C)(C)N1O.CC1(C)CCCC(C)(C)N1O.COC[C@H](C)N.COC[C@H](C)N.COC[C@H](C)N.CO.CO
HOMO level: -7.93 eV